9 unconnected molecules or ions with the total composition C24H46Br16NO in a non-equilibrium geometry. Source: the Open Molecules 2025 dataset; level of theory: the ωB97M-V functional and the def2-TZVPD basis.

Computed properties:
- charge = -1
- multiplicity = 1
- energy (eV) = -1149848.9527

Cartesian coordinates (Å):
C (2.103, -4.180, -2.305)
C (0.770, -4.149, -2.454)
C (0.187, -3.859, -3.808)
C (-0.969, -2.809, -3.762)
C (-0.654, -1.653, -2.760)
C (-0.932, -0.269, -3.271)
O (-1.793, 0.404, -2.740)
N (-0.197, 0.325, -4.328)
C (0.848, -0.555, -4.889)
C (0.450, 1.566, -3.901)
H (2.619, -3.664, -1.496)
H (2.647, -4.786, -3.032)
H (0.108, -4.293, -1.600)
H (-0.239, -4.784, -4.239)
H (0.957, -3.529, -4.531)
H (-0.993, -2.374, -4.770)
H (-1.302, -1.766, -1.897)
H (0.384, -1.644, -2.365)
H (1.451, -1.076, -4.134)
H (0.424, -1.248, -5.614)
H (1.531, 0.088, -5.465)
H (-0.180, 2.136, -3.218)
H (0.583, 2.196, -4.791)
H (1.458, 1.406, -3.489)
Br (-4.651, -0.698, 2.344)
C (-3.474, -0.397, 0.817)
C (-3.707, -1.372, -0.298)
Br (-2.925, -3.110, 0.092)
H (-2.459, -0.433, 1.199)
H (-3.700, 0.616, 0.488)
H (-3.199, -1.030, -1.203)
H (-4.757, -1.541, -0.516)
Br (5.205, 3.327, -3.175)
C (3.789, 3.053, -1.864)
C (4.078, 1.870, -0.978)
Br (3.733, 0.194, -1.898)
H (2.861, 2.950, -2.418)
H (3.761, 3.971, -1.280)
H (3.409, 1.868, -0.119)
H (5.107, 1.838, -0.633)
Br (-5.535, 2.367, 3.908)
C (-7.306, 2.050, 4.644)
C (-7.255, 1.080, 5.796)
Br (-7.034, -0.753, 5.184)
H (-7.933, 1.707, 3.827)
H (-7.655, 3.024, 4.983)
H (-8.196, 1.087, 6.343)
H (-6.437, 1.283, 6.482)
Br (-1.342, 1.208, 3.344)
C (-0.860, -0.034, 4.759)
C (-2.069, -0.747, 5.301)
Br (-3.102, 0.412, 6.481)
H (-0.329, 0.539, 5.516)
H (-0.173, -0.740, 4.296)
H (-1.770, -1.591, 5.919)
H (-2.746, -1.090, 4.522)
Br (-1.444, 6.006, -1.212)
C (-1.488, 5.088, 0.505)
C (-0.361, 4.098, 0.632)
Br (-0.710, 2.479, -0.388)
H (-2.467, 4.627, 0.592)
H (-1.392, 5.875, 1.251)
H (-0.261, 3.768, 1.666)
H (0.589, 4.492, 0.287)
Br (4.604, -6.389, -2.144)
C (4.656, -6.313, -0.202)
C (3.832, -7.408, 0.423)
Br (1.928, -7.024, 0.336)
H (4.326, -5.317, 0.080)
H (5.706, -6.433, 0.059)
H (4.057, -7.493, 1.485)
H (3.981, -8.372, -0.055)
Br (0.504, 3.861, 5.818)
C (-0.224, 4.607, 7.460)
C (-1.542, 3.966, 7.811)
Br (-2.987, 4.641, 6.697)
H (-0.297, 5.681, 7.315)
H (0.520, 4.397, 8.226)
H (-1.826, 4.216, 8.832)
H (-1.533, 2.886, 7.692)
Br (4.990, -1.863, -5.419)
C (5.508, -0.254, -6.385)
C (4.541, 0.877, -6.156)
Br (2.894, 0.640, -7.160)
H (5.597, -0.536, -7.430)
H (6.490, 0.012, -5.998)
H (4.964, 1.814, -6.512)
H (4.254, 0.984, -5.113)

Löwdin atomic charge list, values in e, 5 entries: -0.113, -0.206, -0.314, -0.237, -0.233